Record 1
23
Properties=species:S:1:pos:R:3:forces:R:3 method="wB97M-V/def2-TZVPD" homo_ha=-0.332 e_above_lowest_kj_mol=84.8 smiles=Cc1ccccc1.CC e_tot_ha=-351.29788 gap_ev=10.0
C -0.872 2.936 -1.224 0.05 0.95 -0.72
C -0.499 2.113 -2.446 0.96 -1.52 -0.10
H -0.006 3.489 -0.841 -0.03 -0.23 -0.14
H -1.581 3.700 -1.545 -0.25 0.03 0.44
H -1.247 2.360 -0.390 -0.38 -0.24 0.00
H 0.324 2.551 -3.017 -0.01 0.15 0.14
H -1.236 1.832 -3.208 -0.49 0.56 0.52
H -0.142 1.130 -2.093 0.04 0.63 -0.29
C -1.573 -1.536 2.112 0.34 0.21 -1.28
C 0.849 -0.869 1.766 0.15 1.02 -1.24
C -0.351 -1.258 1.239 -0.48 -1.16 -0.08
C 1.815 -0.326 0.858 -0.75 -0.32 2.45
C -0.501 -1.344 -0.168 -1.03 0.15 0.34
C 1.555 -0.210 -0.471 0.12 -0.05 -0.58
C 0.391 -0.798 -1.041 2.21 0.33 0.74
H 0.929 -0.727 2.838 0.37 -0.25 -0.05
H 2.673 0.070 1.389 0.33 0.24 -0.68
H -2.385 -1.243 1.443 -0.44 0.24 0.68
H -1.485 -0.919 2.989 -0.40 0.29 0.36
H -1.456 -1.705 -0.528 -0.01 -0.22 -0.15
H 2.249 0.388 -1.055 -0.07 -0.36 -0.28
H 0.388 -0.813 -2.120 -0.75 -0.18 0.00
H -1.805 -2.553 2.418 0.52 -0.28 -0.08

---

Record 2
44
Properties=species:S:1:pos:R:3:forces:R:3 method="wB97M-V/def2-TZVPD" homo_ha="0.005 / -0.280" total_charge=-1 e_tot_ha=-3455.75814 gap_ev="2.6 / 10.3" spin_multiplicity=2
O 11.547 14.089 -7.299 0.83 -0.01 2.05
H 11.337 15.024 -7.356 -0.76 1.26 -0.54
H 12.456 13.997 -7.592 1.97 0.04 -0.52
H 11.028 13.480 -7.829 -1.81 -1.07 -1.32
As 9.900 16.742 -9.666 -2.11 0.01 -1.05
F 11.348 17.518 -10.421 -1.67 -1.18 0.73
F 10.948 16.410 -8.187 -0.85 0.46 -1.05
F 8.456 16.031 -8.767 2.01 0.70 -0.94
F 8.827 16.963 -11.152 1.65 -0.11 1.86
F 10.249 15.091 -10.316 0.16 1.68 0.94
F 9.357 18.343 -9.087 0.89 -1.49 -0.28
C 13.004 17.593 -5.323 0.93 0.24 0.54
C 13.997 16.519 -5.854 -0.68 1.76 0.81
O 13.497 15.273 -5.603 -1.11 -2.39 -0.45
H 13.058 17.723 -4.242 0.07 -0.63 0.36
H 11.965 17.347 -5.540 0.16 0.16 -0.45
H 13.298 18.602 -5.614 -0.28 0.03 -0.75
H 14.965 16.592 -5.360 0.31 0.56 -0.34
H 14.062 16.621 -6.937 0.33 -0.06 0.11
H 13.549 14.967 -4.694 0.22 0.35 0.12
C 13.386 14.384 -11.084 0.80 0.45 0.78
C 14.394 14.607 -9.905 0.13 1.10 -1.05
C 14.686 16.134 -9.634 -0.19 -0.45 0.12
O 13.851 14.027 -8.754 -0.90 0.20 1.24
H 13.823 13.890 -11.952 0.26 0.36 -0.13
H 13.015 15.387 -11.293 -0.46 -0.33 -0.57
H 12.586 13.718 -10.761 -0.04 0.33 0.15
H 15.329 14.058 -10.021 0.21 0.30 -0.71
H 14.919 16.775 -10.484 -0.15 -0.49 -0.55
H 15.517 16.325 -8.955 0.10 -0.55 0.23
H 13.817 16.598 -9.167 -0.26 -0.15 -0.06
H 14.427 13.287 -8.547 0.31 -0.82 0.74
C 9.250 10.017 -7.584 1.44 -0.21 -0.07
C 10.411 11.138 -7.418 -1.18 -0.73 -0.73
C 11.802 10.676 -7.840 -0.61 -1.50 0.67
O 10.131 12.281 -8.247 -0.75 0.24 0.18
H 9.689 9.019 -7.597 0.54 -0.05 0.53
H 8.753 9.934 -8.550 -0.05 1.02 -0.25
H 8.485 9.972 -6.809 0.12 0.56 0.06
H 10.324 11.522 -6.402 0.36 -0.10 0.00
H 12.609 11.407 -7.887 -0.34 0.38 -0.10
H 11.660 10.159 -8.789 0.35 0.21 -0.35
H 12.170 9.904 -7.164 0.00 -0.12 0.18
H 9.815 12.005 -9.110 0.08 0.07 -0.16

---

Record 3
12
Properties=species:S:1:pos:R:3:forces:R:3 method="wB97M-V/def2-TZVPD" homo_ha=-0.344 e_above_lowest_kj_mol=462.6 e_tot_ha=-360.49324 gap_ev=10.1
N -0.804 -0.476 1.445 -0.10 -0.15 -0.05
C -0.131 -0.291 0.216 0.01 -0.08 0.06
C 1.229 -0.806 0.033 -0.27 -0.29 -0.19
C 0.754 0.920 -0.170 0.27 0.21 0.20
O 0.075 1.076 -1.422 0.01 0.00 -0.04
C -0.880 0.140 -1.042 -0.57 -0.19 -0.24
O -1.933 -0.076 -1.552 0.70 0.12 0.26
H -0.555 -1.368 1.855 -0.02 0.14 0.02
H -1.810 -0.417 1.336 0.11 0.04 0.04
H 1.855 0.540 -0.174 0.05 0.33 -0.23
H 1.426 -1.015 -1.029 -0.07 0.05 0.19
H 0.775 1.772 0.504 -0.12 -0.18 -0.02

---

Record 4
5
Properties=species:S:1:pos:R:3:forces:R:3 method="wB97M-V/def2-TZVPD" homo_ha=-0.334 e_above_lowest_kj_mol=30.1 smiles=OP e_tot_ha=-418.35301 gap_ev=9.7
O -0.968 0.163 0.410 -1.96 0.44 -1.53
P 0.660 0.340 0.208 0.58 0.49 -1.73
H -1.664 0.565 -0.198 1.88 -0.56 1.13
H 0.858 -0.884 0.799 0.59 -0.82 0.30
H 1.114 -0.185 -1.220 -1.10 0.44 1.84

---

Record 5
19
Properties=species:S:1:pos:R:3:forces:R:3 method="wB97M-V/def2-TZVPD" homo_ha=-0.502 e_above_lowest_kj_mol=397.1 total_charge=+1 smiles=c1nn(SC2CCC2)n[nH+]1 e_tot_ha=-812.72723 gap_ev=9.1
C -1.652 -2.333 2.770 0.47 4.07 0.57
C 0.216 1.221 -0.663 1.00 1.85 2.21
C -0.266 0.206 -1.613 -0.61 -1.68 -1.54
C 1.645 0.395 -0.548 -1.37 3.45 -0.02
C 0.918 -0.665 -1.246 0.04 -3.30 -1.11
N -0.903 -2.760 1.842 0.26 -1.44 -1.28
N -0.462 -1.715 1.190 0.35 1.85 -0.91
N -0.859 -0.525 1.718 1.10 -2.97 -1.09
N -1.575 -0.929 2.722 -0.86 0.52 1.76
S 0.441 -2.253 -0.359 0.12 1.54 0.58
H -2.190 -2.801 3.515 -0.88 -1.26 1.23
H 0.149 2.270 -1.004 0.67 -0.46 0.25
H -0.322 1.175 0.325 0.52 0.12 -1.22
H -1.201 -0.207 -1.328 -0.98 -0.62 0.35
H -0.415 0.335 -2.693 0.58 0.73 0.27
H 2.265 0.891 -1.351 0.22 -0.61 1.59
H 2.023 0.167 0.453 0.49 0.53 -0.48
H 1.635 -1.048 -2.025 -1.28 -0.57 0.30
H -1.847 -0.172 3.436 0.16 -1.74 -1.48